Version 1
{"formula": "C6H10N2", "method": "the ωB97M-V functional and the def2-TZVPD basis", "symbols": ["C", "C", "C", "C", "C", "C", "N", "N", "H", "H", "H", "H", "H", "H", "H", "H", "H", "H"], "positions_angstrom": [[1.499, 1.313, -1.465], [0.590, 1.882, -0.737], [-1.030, -0.826, -0.182], [0.142, -2.001, 1.668], [-0.309, 2.477, -0.110], [-0.122, -0.663, 0.966], [-2.098, -1.170, -0.692], [-0.908, -1.070, -1.636], [2.590, 1.384, -1.235], [0.525, -2.017, 2.618], [0.844, -2.629, 1.045], [-0.763, -2.495, 1.580], [-0.710, 1.956, 0.762], [-0.848, 3.420, -0.426], [0.728, -0.031, 0.596], [-0.583, 0.010, 1.645], [1.315, 0.576, -2.252], [-0.864, -0.113, -2.143]], "molar_mass_g_mol": 110.16, "smiles": "CCC1=NN1.C=C=C", "spin_multiplicity": 1, "charge": 0, "homo_lumo_gap_ev": 9.97}

---

Version 2
{"formula": "C6H10N2", "method": "the ωB97M-V functional and the def2-TZVPD basis", "symbols": ["C", "C", "C", "C", "C", "C", "H", "H", "H", "H", "H", "H", "H", "H", "H", "H", "N", "N"], "positions_angstrom": [[1.245, -0.863, -0.136], [1.301, 0.710, -0.470], [0.212, 1.293, 0.334], [-1.124, 0.758, -0.076], [-1.119, -0.650, 0.606], [-0.164, -1.298, -0.443], [1.936, -1.453, -0.776], [1.467, -0.951, 0.958], [2.312, 1.089, -0.070], [1.177, 0.892, -1.594], [0.401, 1.099, 1.398], [-1.190, 2.505, 1.187], [-1.307, 0.712, -1.123], [-0.605, -0.589, 1.617], [-1.945, -2.286, -0.395], [-0.467, -1.133, -1.443], [-0.922, 2.203, 0.163], [-1.204, -2.038, 0.263]], "molar_mass_g_mol": 110.16, "smiles": "C1C[C@H]2N[C@@H]2[C@H]2N[C@H]12", "spin_multiplicity": 1, "charge": 0, "homo_lumo_gap_ev": 8.94}

---

Version 3
{"formula": "C6H10N2", "method": "the ωB97M-V functional and the def2-TZVPD basis", "symbols": ["C", "C", "C", "N", "C", "C", "C", "N", "H", "H", "H", "H", "H", "H", "H", "H", "H", "H"], "positions_angstrom": [[-1.175, 1.032, -0.539], [0.413, 2.162, 1.108], [0.255, -2.628, -0.819], [0.177, 1.157, 0.083], [-0.671, -0.074, 0.297], [0.518, -1.179, -0.797], [1.323, -0.286, -1.134], [-1.228, -0.625, 1.327], [-0.560, -0.763, 2.087], [-1.943, 1.652, -0.090], [-1.208, 0.989, -1.621], [2.119, 0.271, -1.570], [-0.312, 2.109, 1.925], [0.370, 3.171, 0.691], [1.415, 2.017, 1.517], [-0.572, -2.838, -1.502], [-0.026, -2.944, 0.190], [1.105, -3.222, -1.153]], "molar_mass_g_mol": 110.16, "spin_multiplicity": 1, "charge": 0, "homo_lumo_gap_ev": [8.08, 8.08]}

---

Version 4
{"formula": "C6H10N2", "method": "the ωB97M-V functional and the def2-TZVPD basis", "symbols": ["C", "C", "C", "C", "C", "C", "H", "H", "H", "H", "H", "H", "H", "H", "H", "H", "N", "N"], "positions_angstrom": [[-1.844, -0.068, 0.057], [0.121, -1.432, -0.076], [1.372, -0.367, -0.187], [1.298, 1.107, -0.410], [-0.540, 0.588, 0.235], [0.405, -0.418, 0.864], [-2.196, -0.106, 1.152], [-2.489, 0.447, -0.542], [-1.711, -2.228, -0.508], [0.318, -2.502, -0.163], [2.364, -0.890, 0.124], [2.274, 1.505, -0.080], [1.259, 1.246, -1.442], [-0.005, 2.493, -0.126], [-0.429, 0.510, -0.892], [0.656, -0.351, 2.019], [-1.229, -1.246, -0.541], [0.376, 1.712, 0.517]], "molar_mass_g_mol": 110.16, "spin_multiplicity": 1, "charge": 0, "homo_lumo_gap_ev": 9.24}

---

Stability, highest: version 1

---

Version 1
{"formula": "C6H10N2", "method": "the ωB97M-V functional and the def2-TZVPD basis", "symbols": ["C", "C", "C", "C", "C", "C", "H", "H", "H", "H", "H", "H", "H", "H", "H", "H", "N", "N"], "positions_angstrom": [[-0.228, -0.365, 0.997], [-1.149, 0.535, 0.189], [-1.338, 0.138, -1.246], [-0.280, 1.156, -1.003], [1.283, -0.808, -1.028], [1.089, -0.152, 0.270], [0.386, 0.820, 2.602], [0.546, -0.736, 2.882], [-0.596, -1.406, 0.796], [-1.966, 1.013, 0.641], [-2.165, 0.427, -1.765], [-1.177, -0.860, -1.633], [-0.291, 2.159, -1.320], [0.581, -1.342, -1.724], [2.309, -1.108, -1.241], [1.888, -0.116, 1.001], [-0.009, -0.077, 2.458], [1.117, 0.723, -0.876]], "molar_mass_g_mol": 110.16, "smiles": "N[C@H]1[C@@H]2C[C@@H]2N2C[C@H]12", "spin_multiplicity": 1, "charge": 0, "homo_lumo_gap_ev": 10.22}

---

Version 2
{"formula": "C6H10N2", "method": "the ωB97M-V functional and the def2-TZVPD basis", "symbols": ["C", "C", "C", "C", "C", "C", "H", "H", "H", "H", "H", "H", "H", "H", "H", "H", "N", "N"], "positions_angstrom": [[-0.404, 1.947, 0.736], [-0.543, 0.338, -0.731], [0.136, -1.007, -0.999], [1.438, -1.171, -0.029], [-0.522, -1.631, 0.277], [0.117, 0.558, 0.693], [0.424, 2.742, 1.001], [-1.375, 2.306, 1.091], [-1.272, 2.136, -1.401], [-1.726, -0.095, -0.985], [-0.242, -1.484, -1.829], [2.173, -0.501, -0.239], [1.769, -2.256, 0.043], [-1.521, -1.449, 0.317], [-0.347, -2.637, 0.486], [1.064, 0.818, 0.235], [-0.435, 1.741, -0.818], [0.396, -0.854, 1.047]], "molar_mass_g_mol": 110.16, "spin_multiplicity": 1, "charge": 0, "homo_lumo_gap_ev": 9.31}

---

Version 3
{"formula": "C6H10N2", "method": "the ωB97M-V functional and the def2-TZVPD basis", "symbols": ["C", "C", "C", "C", "C", "C", "N", "N", "H", "H", "H", "H", "H", "H", "H", "H", "H", "H"], "positions_angstrom": [[2.009, -0.238, 0.054], [0.088, 1.630, 0.468], [-0.266, 0.137, 0.335], [-1.730, -0.302, 0.348], [0.357, -2.129, -0.083], [0.656, -0.750, 0.208], [3.053, 0.229, -0.101], [0.233, 2.259, -0.874], [1.025, 1.823, 0.940], [-0.610, 2.269, 0.899], [-2.393, 0.221, 1.099], [-2.327, 0.049, -0.665], [-1.849, -1.337, 0.451], [0.106, -2.787, 0.797], [-0.454, -2.148, -0.779], [1.232, -2.675, -0.472], [-0.282, 1.595, -1.453], [1.152, 2.154, -1.172]], "molar_mass_g_mol": 110.16, "smiles": "C/C(C#N)=C(\\C)CN", "spin_multiplicity": 1, "charge": 0, "homo_lumo_gap_ev": 10.16}

---

Stability, highest: version 3

---

Version 1
{"formula": "C6H10N2", "method": "the ωB97M-V functional and the def2-TZVPD basis", "symbols": ["C", "C", "C", "C", "C", "C", "H", "H", "H", "H", "H", "H", "H", "H", "H", "H", "N", "N"], "positions_angstrom": [[-1.363, 0.711, 0.350], [-0.524, 0.971, -0.953], [0.250, -0.307, -1.443], [-0.005, -1.882, 0.473], [0.556, -0.703, 0.958], [-0.085, 0.647, 1.141], [-2.080, 1.544, 0.552], [-2.020, -0.210, 0.138], [-0.888, 1.683, -1.724], [-0.611, -0.934, -1.849], [0.900, 0.069, -2.141], [0.336, -2.860, 0.691], [-1.081, -1.955, 0.169], [1.561, -0.474, 1.551], [-0.043, 1.003, 2.143], [0.525, 2.597, 0.205], [0.911, -1.061, -0.392], [0.579, 1.477, -0.021]], "molar_mass_g_mol": 110.16, "smiles": "C1[C@@H]2CN3C[C@@H]3[C@H]1N2", "spin_multiplicity": 1, "charge": 0, "homo_lumo_gap_ev": 9.53}

---

Version 2
{"formula": "C6H10N2", "method": "the ωB97M-V functional and the def2-TZVPD basis", "symbols": ["C", "C", "C", "C", "C", "C", "H", "H", "H", "H", "H", "H", "H", "H", "H", "H", "N", "N"], "positions_angstrom": [[0.977, 0.117, 1.708], [0.419, 0.088, 0.379], [1.514, -0.082, -0.492], [-0.926, -0.568, 0.300], [-1.570, 0.185, -1.758], [-0.853, 0.988, 0.129], [0.185, -0.301, 2.407], [1.908, -0.519, 1.848], [1.215, 1.258, 1.861], [1.318, 0.028, -1.668], [1.984, -0.927, -0.141], [2.269, 0.707, -0.357], [-1.551, -1.091, 1.150], [-1.450, -2.064, -1.308], [-1.720, 0.158, -2.883], [-1.029, 1.758, 1.047], [-1.320, -1.010, -1.027], [-1.371, 1.276, -1.195]], "molar_mass_g_mol": 110.16, "smiles": "CC1(C)[C@@H]2NC=N[C@@H]21", "spin_multiplicity": 1, "charge": 0, "homo_lumo_gap_ev": 9.16}

---

Stability, highest: version 2

---

Version 1
{"formula": "C6H10N2", "method": "the ωB97M-V functional and the def2-TZVPD basis", "symbols": ["C", "C", "C", "C", "C", "C", "H", "H", "H", "H", "H", "H", "H", "H", "H", "H", "N", "N"], "positions_angstrom": [[1.063, 1.081, 1.431], [0.672, 0.220, 0.261], [0.099, -1.367, 0.376], [-0.694, -1.132, -0.710], [-1.539, 0.151, -0.440], [-0.251, 0.906, -0.849], [0.956, 2.142, 1.578], [1.259, 0.768, 2.418], [2.445, 1.117, -0.277], [-0.179, -1.674, 1.449], [0.870, -2.027, 0.172], [0.131, -0.785, -1.512], [-2.723, -1.709, -0.893], [-1.934, 0.159, 0.674], [0.117, 0.568, -1.957], [-0.381, 2.048, -0.752], [2.076, 0.502, 0.377], [-1.988, -0.970, -1.347]], "molar_mass_g_mol": 110.16, "smiles": "C1NC12C[C@H]1N[C@@H]1C2", "spin_multiplicity": 1, "charge": 0, "homo_lumo_gap_ev": 9.22}

---

Version 2
{"formula": "C6H10N2", "method": "the ωB97M-V functional and the def2-TZVPD basis", "symbols": ["C", "C", "N", "C", "C", "C", "N", "C", "H", "H", "H", "H", "H", "H", "H", "H", "H", "H"], "positions_angstrom": [[-0.666, 1.374, -0.895], [1.760, -1.562, -0.160], [-0.672, -1.611, -0.545], [0.236, 0.501, 0.036], [0.399, -0.920, -0.261], [-1.426, 0.769, 0.124], [1.131, 1.176, 0.924], [-2.524, 0.560, 0.800], [-0.429, -2.550, -0.877], [2.099, 0.882, 0.946], [1.143, 2.189, 0.837], [-0.837, 1.020, -1.908], [-0.526, 2.445, -0.791], [1.826, -2.411, -0.845], [2.552, -0.850, -0.404], [1.923, -1.929, 0.858], [-3.419, 1.151, 0.621], [-2.568, -0.234, 1.539]], "molar_mass_g_mol": 110.16, "smiles": "[H]/N=C(\\C)[C@@]1(N)CC1=C", "spin_multiplicity": 1, "charge": 0, "homo_lumo_gap_ev": 8.75}

---

Stability, highest: version 2

---

Version 1
{"formula": "C6H10N2", "method": "the ωB97M-V functional and the def2-TZVPD basis", "symbols": ["C", "C", "C", "C", "C", "C", "H", "H", "H", "H", "H", "H", "H", "H", "H", "H", "N", "N"], "positions_angstrom": [[1.064, -0.046, 0.006], [0.022, -0.622, 1.075], [-1.097, -0.106, 0.084], [0.047, -0.564, -1.012], [-0.731, 1.363, 0.069], [0.562, 1.458, 0.074], [2.964, 0.169, -0.740], [2.840, -0.756, 0.661], [-0.149, -0.084, 2.072], [0.156, -1.722, 1.187], [-2.845, -0.012, -0.798], [-2.908, -0.750, 0.695], [0.204, -1.629, -1.091], [-0.062, 0.037, -1.941], [-1.351, 2.142, -0.118], [1.252, 2.275, 0.065], [2.397, -0.544, -0.121], [-2.364, -0.609, -0.169]], "molar_mass_g_mol": 110.16, "smiles": "N[C@]12C=C[C@](N)(C1)C2", "spin_multiplicity": 1, "charge": 0, "homo_lumo_gap_ev": 9.38}

---

Version 2
{"formula": "C6H10N2", "method": "the ωB97M-V functional and the def2-TZVPD basis", "symbols": ["C", "C", "C", "C", "C", "C", "N", "N", "H", "H", "H", "H", "H", "H", "H", "H", "H", "H"], "positions_angstrom": [[-0.942, 0.278, 0.976], [-0.288, -0.906, 0.321], [1.075, -0.560, -0.316], [-0.749, 0.526, 2.450], [0.920, 0.268, -1.551], [0.990, -0.212, -2.775], [-1.624, 1.088, 0.284], [-2.231, 1.789, -0.363], [-0.129, -1.663, 1.091], [-0.942, -1.323, -0.446], [1.687, -0.024, 0.413], [1.583, -1.500, -0.568], [0.716, 1.314, -1.382], [0.308, 0.449, 2.721], [-1.305, -0.209, 3.041], [-1.112, 1.520, 2.718], [1.193, -1.250, -2.978], [0.849, 0.415, -3.636]], "molar_mass_g_mol": 110.16, "spin_multiplicity": 1, "charge": 0, "homo_lumo_gap_ev": 8.83}

---

Version 3
{"formula": "C6H10N2", "method": "the ωB97M-V functional and the def2-TZVPD basis", "symbols": ["C", "C", "C", "C", "C", "C", "H", "H", "H", "H", "H", "H", "H", "H", "H", "H", "N", "N"], "positions_angstrom": [[0.179, 1.503, 1.534], [0.364, 0.110, 0.763], [-0.064, -1.080, 1.670], [-0.054, -0.148, -0.677], [-1.260, -0.206, -1.468], [0.849, -0.137, -1.721], [-0.864, 1.724, 1.315], [0.103, 1.332, 2.800], [0.848, 2.360, 1.351], [1.523, 0.116, 0.755], [-1.220, -0.908, 2.002], [0.418, -1.297, 2.782], [-0.140, -2.148, 1.079], [-2.271, 0.251, -1.031], [0.616, -0.522, -3.797], [1.950, -0.208, -1.695], [-1.126, -0.340, -2.741], [0.149, -0.403, -2.921]], "molar_mass_g_mol": 110.16, "smiles": "CC(C)c1cn[nH]c1", "spin_multiplicity": 1, "charge": 0, "homo_lumo_gap_ev": 10.25}

---

Stability, highest: version 2